{"formula": "C30H30CrN8O2S2", "method": "ωB97M-V/def2-TZVPD", "symbols": ["Cr", "C", "C", "N", "N", "C", "N", "S", "C", "C", "C", "C", "C", "N", "H", "H", "H", "H", "H", "H", "H", "H", "H", "H", "C", "O", "C", "C", "C", "C", "C", "C", "C", "N", "C", "C", "N", "C", "C", "C", "C", "N", "C", "C", "N", "C", "C", "C", "C", "H", "H", "H", "H", "H", "H", "H", "H", "H", "H", "H", "H", "H", "H", "C", "S", "C", "O", "H", "H", "H", "H", "H", "H"], "positions_angstrom": [[3.086, -0.759, -0.411], [0.221, 1.636, 1.876], [1.388, 0.991, 1.162], [1.270, -0.001, 0.067], [0.330, -0.739, -2.106], [1.009, -1.707, -2.733], [0.382, -2.325, -3.728], [2.550, -2.233, -2.266], [2.663, 1.095, 1.664], [3.001, 1.884, 2.811], [4.278, 1.914, 3.264], [5.303, 1.164, 2.618], [4.967, 0.423, 1.548], [3.681, 0.373, 1.060], [-0.741, 1.486, 1.397], [0.367, 2.719, 1.928], [0.126, 1.273, 2.907], [-0.600, -0.564, -2.457], [-0.517, -2.028, -4.073], [0.818, -3.117, -4.168], [2.228, 2.452, 3.309], [4.520, 2.517, 4.132], [6.326, 1.183, 2.963], [5.702, -0.160, 1.013], [-9.840, 0.706, 1.731], [-9.004, 1.597, 0.988], [-7.717, 1.264, 0.829], [-6.945, 2.152, 0.077], [-5.613, 1.896, -0.142], [-5.013, 0.747, 0.384], [-5.790, -0.129, 1.131], [-7.135, 0.116, 1.360], [-3.593, 0.510, 0.137], [-2.786, 1.270, -0.564], [-1.549, 0.669, -0.531], [-1.607, -0.519, 0.226], [-2.911, -0.575, 0.628], [-0.609, -1.495, 0.673], [-0.875, -2.749, 1.224], [0.162, -3.611, 1.565], [1.477, -3.253, 1.316], [1.757, -2.050, 0.800], [0.740, -1.218, 0.563], [0.799, 0.422, -1.298], [2.031, 0.949, -1.821], [2.002, 2.162, -2.269], [0.830, 2.989, -2.281], [-0.358, 2.539, -1.725], [-0.419, 1.270, -1.181], [-10.831, 1.142, 1.711], [-9.499, 0.624, 2.762], [-9.867, -0.280, 1.266], [-7.422, 3.040, -0.321], [-5.013, 2.583, -0.724], [-5.362, -1.032, 1.558], [-7.715, -0.580, 1.950], [-3.314, -1.283, 1.217], [-1.898, -3.080, 1.374], [-0.052, -4.579, 1.998], [2.304, -3.923, 1.513], [2.945, 2.564, -2.629], [0.901, 3.988, -2.687], [-1.236, 3.175, -1.685], [7.449, -1.972, -1.133], [5.816, -2.123, -1.805], [6.014, -1.203, -3.305], [4.976, -1.208, -0.889], [7.833, -0.968, -1.311], [8.077, -2.730, -1.606], [7.363, -2.179, -0.067], [6.672, -1.776, -3.963], [6.440, -0.229, -3.066], [5.027, -1.107, -3.755]], "lumo_ev": [-6.22, -7.12], "s_squared": 6.091, "total_charge": 2, "spin_multiplicity": 5, "orbital_gap_ev": [5.381, 4.475], "total_energy_ha": -3590.0998}

***

{"formula": "C19H28BrN2O3", "method": "ωB97M-V/def2-TZVPD", "symbols": ["C", "H", "H", "H", "O", "C", "C", "C", "C", "C", "C", "O", "H", "Br", "H", "C", "H", "H", "N", "H", "C", "C", "H", "C", "H", "C", "C", "H", "H", "H", "H", "C", "O", "N", "H", "C", "H", "C", "C", "H", "C", "H", "H", "C", "H", "H", "H", "H", "H", "H", "H", "H", "H"], "positions_angstrom": [[4.145, 1.735, 4.389], [4.329, 2.081, 5.404], [3.946, 2.594, 3.743], [5.023, 1.193, 4.026], [3.021, 0.888, 4.476], [2.584, 0.253, 3.354], [3.103, 0.405, 2.078], [2.576, -0.323, 1.015], [1.528, -1.202, 1.236], [0.973, -1.313, 2.498], [1.483, -0.602, 3.574], [0.932, -0.731, 4.790], [1.415, -0.185, 5.427], [-0.537, -2.422, 2.759], [1.117, -1.802, 0.441], [3.070, -0.127, -0.395], [3.878, 0.606, -0.427], [3.454, -1.068, -0.795], [1.940, 0.334, -1.251], [1.038, 0.355, -0.616], [1.610, -0.599, -2.346], [0.515, -0.018, -3.254], [0.961, 0.437, -4.139], [-0.306, 1.064, -2.535], [-1.059, 1.448, -3.226], [0.634, 2.212, -2.116], [2.044, 1.703, -1.781], [2.497, 2.348, -1.028], [2.688, 1.697, -2.665], [0.702, 2.943, -2.921], [0.210, 2.716, -1.246], [-1.014, 0.477, -1.311], [-0.398, 0.346, -0.243], [-2.274, 0.109, -1.450], [-2.748, 0.228, -2.334], [-3.044, -0.517, -0.384], [-2.427, -0.446, 0.513], [-4.405, 0.180, -0.206], [-5.438, -0.947, -0.185], [-5.527, -1.353, 0.822], [-4.837, -1.999, -1.111], [-4.964, -1.700, -2.154], [-5.290, -2.979, -0.981], [-3.361, -1.987, -0.721], [-3.207, -2.596, 0.169], [-2.712, -2.370, -1.508], [-6.420, -0.609, -0.509], [-4.435, 0.784, 0.698], [-4.592, 0.840, -1.056], [-0.135, -0.823, -3.596], [1.274, -1.536, -1.898], [2.512, -0.801, -2.930], [3.925, 1.080, 1.905]], "lumo_ev": -2.16, "smiles": "COc1cc(C[N@H+]2CC[C@H](C(=O)NC3CCCC3)CC2)cc(Br)c1O", "total_charge": 1, "orbital_gap_ev": 8.825, "total_energy_ha": -3649.8562}

***

{"formula": "C2H10O2S", "method": "ωB97M-V/def2-TZVPD", "symbols": ["C", "C", "S", "H", "H", "H", "H", "H", "H", "H", "H", "O", "H", "H", "O"], "positions_angstrom": [[-1.526, 1.213, -1.257], [-0.741, -0.160, -1.199], [0.540, -0.097, 0.047], [-0.867, 2.078, -1.122], [-2.163, 1.299, -0.341], [-1.947, 1.405, -2.234], [-1.548, -0.885, -1.053], [-0.349, -0.466, -2.168], [-0.394, -0.141, 1.042], [4.103, -1.264, -0.508], [5.029, -0.187, 0.009], [4.667, -1.051, 0.240], [-1.872, 0.119, 3.077], [-1.726, -1.333, 2.646], [-1.207, -0.531, 2.822]], "lumo_ev": 0.53, "smiles": "CCS.O.O", "total_charge": 0, "orbital_gap_ev": 9.167, "total_energy_ha": -630.8328, "de_lowest_ev": 0.658}

***

{"formula": "C3H3NS3", "method": "ωB97M-V/def2-TZVPD", "symbols": ["C", "C", "C", "H", "H", "H", "N", "S", "S", "S"], "positions_angstrom": [[-0.694, -0.602, 0.195], [0.021, -0.744, -1.066], [0.795, 1.219, 0.439], [-0.634, -0.870, -1.855], [0.629, -1.704, -1.017], [-0.466, 0.511, 1.853], [-0.025, 0.268, 0.979], [-2.081, -1.287, 0.577], [1.074, 0.679, -1.270], [1.382, 2.530, 1.164]], "lumo_ev": -0.70, "smiles": "S=C1CSC(=S)N1", "total_charge": 0, "orbital_gap_ev": 8.460, "total_energy_ha": -1365.4320, "de_lowest_ev": 0.147}

***

{"formula": "C22H21IN8O4S2Ti", "method": "ωB97M-V/def2-TZVPD", "symbols": ["Ti", "C", "C", "N", "C", "C", "C", "O", "C", "C", "N", "C", "C", "C", "C", "C", "C", "I", "C", "O", "H", "H", "H", "H", "H", "H", "H", "H", "H", "H", "H", "H", "S", "C", "N", "C", "C", "C", "C", "C", "C", "S", "H", "H", "H", "H", "N", "N", "C", "N", "N", "N", "O", "O", "H", "H", "H", "H", "H"], "positions_angstrom": [[0.063, 0.121, 0.368], [1.424, 0.361, -3.881], [-0.063, 0.376, -3.667], [-0.863, 0.539, -4.712], [-2.185, 0.565, -4.529], [-2.797, 0.425, -3.297], [-4.304, 0.494, -3.187], [-4.720, 1.422, -2.187], [-1.967, 0.244, -2.184], [-2.600, 0.118, -0.864], [-2.058, 0.250, 0.295], [-2.929, 0.272, 1.449], [-4.291, 0.535, 1.299], [-5.149, 0.518, 2.382], [-4.667, 0.260, 3.655], [-3.309, 0.065, 3.841], [-2.459, 0.089, 2.748], [-0.411, -0.006, 3.234], [-0.599, 0.222, -2.396], [0.243, 0.025, -1.333], [1.636, 0.605, -4.918], [1.831, -0.632, -3.669], [1.918, 1.087, -3.232], [-2.787, 0.714, -5.420], [-4.707, -0.483, -2.917], [-4.719, 0.745, -4.161], [-4.953, 2.262, -2.595], [-3.660, -0.068, -0.904], [-4.695, 0.798, 0.330], [-6.199, 0.724, 2.226], [-5.334, 0.242, 4.507], [-2.913, -0.090, 4.835], [-0.285, 2.612, 0.147], [1.219, 2.391, 0.913], [1.666, 1.138, 0.996], [2.779, 1.025, 1.852], [3.422, -0.139, 2.257], [4.502, -0.034, 3.119], [4.946, 1.211, 3.568], [4.301, 2.372, 3.181], [3.208, 2.261, 2.330], [2.162, 3.539, 1.756], [3.071, -1.104, 1.917], [5.006, -0.932, 3.454], [5.794, 1.269, 4.237], [4.630, 3.338, 3.542], [3.635, -0.633, -0.810], [3.647, -2.024, -0.707], [2.577, -2.710, -0.309], [2.643, -4.030, -0.276], [1.492, -1.974, 0.069], [0.355, -2.602, 0.320], [-0.562, -1.761, 0.653], [0.113, -3.772, 0.266], [3.705, -0.366, -1.784], [4.409, -0.249, -0.282], [4.482, -2.540, -0.947], [3.479, -4.517, -0.557], [1.826, -4.566, -0.026]], "lumo_ev": -6.89, "total_charge": 2, "orbital_gap_ev": 6.963, "total_energy_ha": -3533.0011, "de_lowest_ev": 0.467}

***

{"formula": "C16H19BrF3I2O6", "method": "ωB97M-V/def2-TZVPD", "symbols": ["C", "C", "I", "C", "I", "C", "Br", "C", "C", "C", "F", "C", "F", "F", "H", "H", "H", "H", "H", "H", "H", "C", "C", "C", "O", "C", "O", "O", "H", "H", "H", "H", "H", "H", "C", "C", "C", "O", "C", "O", "O", "H", "H", "H", "H", "H", "H"], "positions_angstrom": [[3.658, -1.670, -1.859], [4.159, -0.256, -1.879], [6.271, -0.033, -2.119], [3.319, 0.767, -1.741], [4.163, 2.778, -1.673], [1.849, 0.564, -1.593], [0.988, 2.375, -1.471], [1.264, -0.118, -2.830], [-0.259, -0.150, -2.886], [-0.828, -1.127, -1.924], [-1.287, -2.288, -2.415], [-0.896, -0.936, -0.643], [-0.939, 0.250, -0.159], [-0.946, -1.924, 0.207], [2.722, -1.756, -1.319], [3.565, -2.013, -2.889], [4.416, -2.291, -1.384], [1.686, 0.345, -3.735], [1.582, -1.158, -2.853], [-0.732, 0.824, -2.817], [-0.529, -0.544, -3.870], [2.220, 2.055, 4.731], [2.923, 2.981, 3.767], [2.360, 2.956, 2.366], [3.501, 3.281, 1.570], [4.600, 2.871, 2.253], [5.694, 2.785, 1.802], [4.275, 2.562, 3.545], [2.625, 2.172, 5.738], [1.150, 2.261, 4.761], [2.376, 1.014, 4.445], [2.945, 4.000, 4.166], [1.568, 3.687, 2.217], [1.996, 1.970, 2.063], [-3.875, -1.756, -0.474], [-5.138, -2.162, 0.246], [-6.161, -2.833, -0.637], [-7.396, -2.482, 0.001], [-7.192, -1.305, 0.651], [-8.057, -0.626, 1.101], [-5.869, -1.012, 0.710], [-3.159, -1.345, 0.230], [-3.417, -2.605, -0.980], [-4.084, -0.975, -1.206], [-4.897, -2.781, 1.114], [-6.043, -3.913, -0.675], [-6.170, -2.436, -1.655]], "lumo_ev": 2.27, "total_charge": -1, "orbital_gap_ev": 5.485, "total_energy_ha": -4541.4833}

***

{"formula": "C4H10N2O2", "method": "ωB97M-V/def2-TZVPD", "symbols": ["O", "C", "O", "C", "C", "C", "N", "N", "H", "H", "H", "H", "H", "H", "H", "H", "H", "H"], "positions_angstrom": [[-0.494, 2.850, 0.916], [-0.126, 1.991, 0.159], [-0.375, 2.217, -1.183], [0.352, 0.573, 0.359], [-0.802, -0.380, 0.151], [-0.285, -1.817, -0.222], [0.983, -1.614, -0.745], [1.198, 0.397, 1.538], [-0.786, 3.089, -1.154], [1.031, 0.471, -0.495], [-1.364, -0.333, 1.095], [-1.481, -0.176, -0.696], [-1.019, -2.250, -0.904], [-0.373, -2.324, 0.786], [-0.093, -0.060, -1.692], [1.097, -2.297, -1.496], [1.877, -0.314, 1.292], [0.659, -0.025, 2.289]], "lumo_ev": -1.45, "total_charge": 0, "orbital_gap_ev": 7.749, "total_energy_ha": -418.2022, "de_lowest_ev": 7.042}